ORCA calculation (the ωB97M-V functional and the def2-TZVPD basis) on C23H33CdN2OS6SbSe4 as an isolated structure in a non-equilibrium geometry.

Cartesian coordinates (Å):
Cd 2.33112 1.47764 1.32507
C -0.64384 4.90308 1.80715
C -0.36079 5.30933 0.36341
S 0.66465 4.07037 -0.50828
C -0.28001 3.87210 -2.04674
C -1.72002 3.38692 -1.92054
S -1.86807 1.83597 -0.97233
C -3.18710 2.24254 0.21440
C -2.90315 3.38797 1.18096
S -1.28388 3.22092 2.01977
H -1.33683 5.60448 2.27814
H 0.28442 4.88146 2.38042
H 0.18357 6.25529 0.35113
H -1.28678 5.43715 -0.19921
H 0.31463 3.14133 -2.59496
H -0.26461 4.82018 -2.59037
H -2.10842 3.19911 -2.92364
H -2.35783 4.12640 -1.43565
H -3.29806 1.30962 0.76976
H -4.10528 2.43440 -0.34587
H -3.67970 3.40151 1.94916
H -2.91588 4.34793 0.66385
Se 1.33467 -0.02273 5.87343
Sb 3.14389 0.87292 4.50239
Se 2.30707 3.11413 3.28217
Se 3.17725 -0.69838 2.31775
Se 5.38138 -1.28125 2.36528
C -2.27837 0.46272 4.12372
C -1.51897 -0.83916 3.92572
S -0.74556 -0.80743 2.26410
O 0.34856 0.20223 2.41408
C 0.02133 -2.45580 2.39314
C -0.97299 -3.55973 2.06664
H -2.66058 0.53964 5.14240
H -3.11798 0.55191 3.42746
H -1.59246 1.29491 3.95886
H -2.17171 -1.71501 3.96641
H -0.71128 -0.90657 4.65819
H 0.47468 -2.54067 3.38078
H 0.80378 -2.43759 1.64136
H -1.80517 -3.59997 2.77358
H -0.46986 -4.52814 2.08685
H -1.38148 -3.40396 1.06559
S 2.56115 1.60677 -1.64481
C 4.03410 1.63398 -2.38899
N 5.03499 1.64670 -2.98099
N 0.55067 -0.75955 -0.39579
S 0.82417 -0.84813 -1.93325
C 2.17614 -2.03664 -2.12087
C 3.27419 -1.64978 -2.87135
C 4.36823 -2.49878 -2.96817
C 4.33880 -3.73142 -2.33526
C 3.22335 -4.11730 -1.60159
C 2.14194 -3.26234 -1.47541
C -0.48189 -1.99186 -2.49760
C -1.64407 -2.04230 -1.74521
C -2.72685 -2.78075 -2.20032
C -2.64043 -3.46789 -3.40295
C -1.47641 -3.40510 -4.15823
C -0.39347 -2.66407 -3.70911
H 0.57537 0.22572 -0.10742
H 3.28853 -0.67855 -3.34678
H 5.24194 -2.18677 -3.52484
H 5.19039 -4.39630 -2.40833
H 3.19995 -5.08519 -1.11680
H 1.28272 -3.53248 -0.87282
H -1.66539 -1.49354 -0.81151
H -3.63952 -2.81507 -1.61785
H -3.48687 -4.04036 -3.76370
H -1.41241 -3.93576 -5.10064
H 0.51635 -2.60099 -4.29491

Cartesian forces, eV/Å:
Cd 0.093 0.574 -0.446
C -0.081 -0.258 -0.063
C 0.163 -0.314 -0.099
S -0.109 0.307 -0.044
C 0.106 0.079 0.296
C -0.014 -0.320 0.185
S -0.075 0.042 -0.082
C 0.320 -0.015 -0.221
C 0.418 -0.044 0.182
S -0.224 0.158 0.043
H 0.093 0.102 -0.007
H -0.022 0.028 0.053
H -0.112 0.065 0.022
H 0.021 0.088 0.027
H 0.035 0.039 -0.104
H -0.002 -0.062 -0.118
H -0.068 0.139 0.003
H 0.010 0.047 -0.092
H -0.100 -0.018 0.001
H -0.092 -0.055 0.129
H -0.108 0.069 -0.105
H -0.098 -0.008 0.001
Se 0.097 0.108 0.198
Sb 0.076 0.026 0.104
Se -0.029 -0.263 -0.136
Se -0.455 -0.499 0.414
Se 0.797 -0.093 -0.121
C 0.105 -0.024 -0.044
C -0.274 0.192 -0.461
S 0.069 -0.419 0.859
O -0.148 0.250 -0.429
C -0.155 0.093 -0.182
C -0.070 0.116 0.045
H 0.005 -0.026 0.015
H -0.024 0.026 -0.011
H -0.065 0.011 0.094
H 0.004 -0.027 -0.012
H 0.115 -0.100 -0.166
H 0.014 0.072 0.016
H 0.176 0.138 -0.030
H 0.022 -0.020 -0.010
H -0.019 0.006 -0.015
H -0.026 -0.076 -0.017
S -0.431 0.332 0.713
C 0.716 0.108 -0.238
N -0.100 -0.053 0.020
N -0.176 0.349 0.476
S -0.260 -1.071 -0.221
C 0.008 0.356 -0.206
C -0.050 0.055 0.000
C -0.005 -0.117 -0.002
C 0.022 0.003 -0.105
C -0.074 -0.035 0.065
C -0.006 -0.016 0.047
C -0.011 0.329 0.003
C 0.085 0.024 0.032
C 0.023 -0.096 -0.061
C -0.127 0.023 -0.011
C 0.092 -0.021 -0.010
C -0.009 0.045 -0.024
H -0.173 -0.399 -0.329
H 0.038 0.023 0.011
H 0.004 0.026 0.016
H 0.011 0.008 0.028
H 0.041 0.027 0.058
H -0.003 0.005 0.000
H -0.008 0.030 0.041
H 0.007 -0.016 0.014
H 0.008 -0.014 0.012
H 0.006 -0.001 0.002
H 0.002 -0.046 0.000

charge: -2
ΔE to the lowest compared entry with this formula, charge and spin: 1.7138 eV
max |F|: 0.022 hartree/bohr
E: -366915.1312 eV
orbital gap: 4.61 eV
LUMO: 3.57 eV